one.
17
Properties=species:S:1:pos:R:3 method="wB97M-V/def2-TZVPD" homo_energy_ev=-8.808 homo_lumo_gap_ev=8.97 total_charge=0 multiplicity=1 smiles="CC(C)=N.O=P.O"
C 0.12905 0.17662 -0.99692
C 2.59211 0.35007 -0.39084
C 1.19836 0.14097 0.02155
N 0.87327 -0.26922 1.15708
O -2.61983 0.06579 -1.54467
O -1.89161 -0.67741 1.69197
P -3.44846 -0.58171 -0.54492
H -0.14015 1.18835 -1.25801
H -0.78656 -0.31393 -0.61224
H 0.42440 -0.35618 -1.96111
H 3.33310 -0.40458 -0.14264
H 2.87009 1.28201 0.23356
H 2.91334 0.61243 -1.41759
H -0.93477 -0.53491 1.42178
H -1.99182 -1.05532 2.63077
H 1.64230 -0.34392 1.86174
H -4.16282 0.72092 -0.14949


two.
17
Properties=species:S:1:pos:R:3 method="wB97M-V/def2-TZVPD" homo_energy_ev=-9.334 homo_lumo_gap_ev=9.96 total_charge=0 multiplicity=1 smiles="C[C@H](O)[P@](C)(N)=O"
C -0.63233 -1.02690 1.39503
C -0.29601 0.34282 -2.02997
C -0.20801 0.50079 1.14648
N 1.60281 -0.75712 -0.64607
O -1.25506 1.41888 1.51157
O 1.55357 1.91802 -0.70040
P 0.85513 0.56895 -0.54580
H -1.47171 -1.29727 0.78382
H -0.98573 -0.92984 2.36613
H 0.08522 -1.79375 1.34536
H 0.07516 -0.08132 -2.99892
H -1.11485 -0.33939 -2.01688
H -0.61170 1.39694 -2.08360
H 0.53053 0.69602 2.00108
H 1.98621 -0.98700 -1.59314
H 0.84341 -1.41654 -0.26616
H -0.95664 1.78671 2.33149


Going by the energies, two is most stable and the next is 0.398 eV up.


one.
85
Properties=species:S:1:pos:R:3 method="wB97M-V/def2-TZVPD" homo_energy_ev="-12.363 / -12.334" homo_lumo_gap_ev="6.38 / 3.54" total_charge=+2 multiplicity=4
N -6.95893 4.89927 -4.84278
C -6.61253 5.37493 -3.64139
C -5.51491 4.87902 -2.94274
C -4.73942 3.83395 -3.50752
C -5.08475 3.38154 -4.79521
C -6.21935 3.94784 -5.41319
C -3.67314 3.26175 -2.71911
Co 1.06470 0.37123 0.62947
P 5.18564 -0.80784 -0.21278
C -2.71156 2.40730 -3.16139
C -1.93775 1.68333 -2.21860
C -0.68118 1.16025 -2.59381
C 0.09561 0.53092 -1.65518
C -0.53136 0.17457 -0.37316
C -1.70817 0.91816 0.06988
C -2.43974 1.56067 -0.88613
Br 1.83193 -1.16495 2.30502
H -3.66465 3.59168 -1.67701
H -2.48650 2.29865 -4.22127
H -5.27126 5.29390 -1.96516
H -4.49064 2.61001 -5.28640
H -7.23477 6.16415 -3.21355
H -6.52045 3.58501 -6.40397
H -0.38516 1.30023 -3.64193
H -3.44696 1.94081 -0.67462
H 1.15854 0.33009 -1.83907
H -1.94123 0.90491 1.13973
P -0.72186 -1.63584 0.11421
C 4.30506 0.73583 0.25887
C 5.15505 2.00389 0.07727
H 4.00788 0.60470 1.30858
H 3.38625 0.82691 -0.35194
H 4.63801 2.87351 0.49774
H 6.13705 1.93768 0.56466
H 5.31742 2.21107 -0.98823
C 4.29441 -1.39435 -1.70447
C 5.04576 -2.44641 -2.52987
H 4.13382 -0.49958 -2.31514
H 3.31308 -1.77175 -1.39733
H 4.60090 -2.53237 -3.52809
H 6.10013 -2.17870 -2.66356
H 5.00201 -3.43559 -2.05899
C 4.74025 -2.14298 0.98012
C 5.41553 -2.01208 2.34666
H 5.05246 -3.08651 0.48687
H 3.63550 -2.17584 1.12677
H 4.83607 -2.55240 3.10065
H 6.42007 -2.44127 2.33641
H 5.48507 -0.96690 2.66107
C -0.94472 -2.78489 1.53409
C -1.46613 -4.18789 1.17219
H -1.62912 -2.27998 2.24033
H 0.03488 -2.85613 2.03770
H -2.53896 -4.29869 1.38963
H -1.32108 -4.46699 0.12075
H -0.93056 -4.93875 1.76649
C 0.36592 -2.46801 -1.09026
C -0.21907 -2.52946 -2.49769
H 0.55387 -3.47562 -0.69136
H 1.33749 -1.94589 -1.11604
H -1.23390 -2.94850 -2.52163
H -0.25948 -1.53711 -2.97265
H 0.41932 -3.17754 -3.11688
C -2.39608 -1.83429 -0.57247
C -3.56119 -1.69623 0.39793
H -2.42785 -2.81510 -1.05440
H -2.46807 -1.08311 -1.36316
H -4.40619 -1.21170 -0.10599
H -3.91280 -2.67441 0.74189
H -3.33526 -1.09771 1.28649
S 0.74465 2.24146 1.75978
C 0.43186 1.60413 3.35936
N -0.69929 0.94760 3.65502
C -0.82604 0.02893 4.77967
C 0.10766 0.43408 5.90416
C 1.48461 0.77114 5.38463
N 1.35314 1.78439 4.32130
H -1.39011 0.89914 2.91392
H -0.57951 -0.99178 4.44467
H -1.86902 0.02452 5.10949
H 0.18376 -0.39733 6.61406
H -0.29944 1.30346 6.43823
H 1.99315 -0.10942 4.95700
H 2.11110 1.17948 6.18748
H 2.21056 2.23582 4.00591


two.
85
Properties=species:S:1:pos:R:3 method="wB97M-V/def2-TZVPD" homo_energy_ev="-12.267 / -13.094" homo_lumo_gap_ev="6.68 / 6.34" total_charge=+2 multiplicity=4
N -3.66271 5.23665 -3.07341
C -3.51006 5.47337 -1.76976
C -2.55730 4.80529 -0.98737
C -1.74550 3.85128 -1.62333
C -1.82239 3.70750 -3.01975
C -2.84499 4.39551 -3.69358
C -1.02467 2.85570 -0.79124
Co 0.73567 2.74143 -0.29232
P 3.92142 1.10133 -0.64015
C -0.24131 1.76080 -1.45699
C -0.66985 0.40557 -1.18110
C -0.13667 -0.64235 -1.96424
C -0.05853 -1.89516 -1.44996
C -0.65368 -2.19284 -0.10988
C -1.60866 -1.16041 0.39191
C -1.60516 0.08201 -0.16652
Br 0.81261 -2.36211 1.17593
H -1.61902 2.60168 0.10586
H 0.17018 1.95208 -2.46127
H -2.45338 5.01793 0.08015
H -1.14265 3.06393 -3.56923
H -4.20706 6.17316 -1.30633
H -3.01700 4.22806 -4.75898
H 0.27132 -0.38817 -2.95120
H -2.32255 0.82155 0.19434
H 0.57408 -2.64643 -1.92957
H -2.21212 -1.37204 1.28655
P -1.65954 -3.75449 -0.29100
C 2.82896 2.47372 -0.14836
C 3.64932 3.76542 -0.05993
H 2.40865 2.16842 0.82856
H 2.13220 2.56462 -1.07904
H 2.99042 4.56073 0.31164
H 4.52006 3.64565 0.60451
H 4.00114 4.02239 -1.07280
C 2.97740 0.09962 -1.81882
C 3.90864 -0.86268 -2.56006
H 2.48597 0.79768 -2.50978
H 2.19975 -0.43155 -1.25396
H 3.38722 -1.31873 -3.40865
H 4.78012 -0.31441 -2.93986
H 4.27233 -1.66515 -1.90696
C 3.92129 -0.11446 0.76319
C 5.08548 0.05967 1.72782
H 3.95206 -1.12403 0.32805
H 2.94874 -0.01576 1.26358
H 5.13681 -0.79408 2.41055
H 6.04226 0.12211 1.20065
H 4.96976 0.96684 2.32526
C -1.97005 -4.32316 1.39106
C -2.60856 -5.70167 1.47379
H -2.58009 -3.55508 1.88860
H -0.98737 -4.31143 1.88500
H -3.57604 -5.73279 0.96399
H -1.95319 -6.46397 1.04109
H -2.76491 -5.94899 2.52672
C -0.54435 -4.85163 -1.16700
C -0.61838 -4.75320 -2.69061
H -0.78679 -5.86848 -0.82997
H 0.47025 -4.62718 -0.80372
H -1.53141 -5.22605 -3.07167
H -0.59595 -3.72334 -3.06495
H 0.24922 -5.27625 -3.11149
C -3.15586 -3.29940 -1.19264
C -4.35760 -2.81852 -0.37151
H -3.41772 -4.18911 -1.78576
H -2.86331 -2.50938 -1.90386
H -5.23386 -2.74764 -1.02812
H -4.61668 -3.50164 0.44596
H -4.18801 -1.81963 0.04848
S 0.34614 4.27138 1.25106
C 0.23528 3.08285 2.50826
N -0.94528 2.58195 2.93485
C -0.98784 1.25553 3.55461
C 0.12632 1.16730 4.58018
C 1.47095 1.53548 3.99239
N 1.34653 2.74257 3.18717
H -1.74846 2.84973 2.36731
H -0.89800 0.46948 2.78868
H -1.96509 1.16085 4.03071
H 0.16536 0.16140 5.01172
H -0.08856 1.86208 5.39961
H 1.85757 0.72236 3.36356
H 2.20348 1.74137 4.77784
H 2.20321 3.17738 2.85552


Going by the energies, one is most stable and the next is 0.542 eV up.


one.
29
Properties=species:S:1:pos:R:3 method="wB97M-V/def2-TZVPD" homo_energy_ev=-12.967 homo_lumo_gap_ev=8.71 total_charge=+1 multiplicity=1 smiles="C=CCC/C=[N+](/C)CN(C)N"
C 3.97544 0.95362 0.78901
C 3.53885 0.73409 -0.41149
C -1.62866 0.08241 0.73446
C -1.61796 2.19862 -0.56107
C -1.73218 -2.34100 0.67793
C 2.51896 -0.42361 -0.65472
C 1.15901 -0.12795 -0.00259
C 0.24878 -1.23708 0.24250
N -2.26805 0.07100 -1.46340
N -1.39447 0.73890 -0.50320
N -1.03419 -1.18963 0.58545
H 4.72822 1.77398 0.84600
H 3.57066 0.46143 1.63572
H 3.91435 1.34044 -1.24640
H -1.20543 0.69960 1.57707
H -2.65599 0.11168 0.93493
H -2.62199 2.60833 -0.22983
H -1.01415 2.76398 0.11406
H -1.34723 2.54081 -1.52416
H -1.25015 -3.16184 0.25574
H -2.27739 -2.56315 1.71929
H -2.49110 -2.04958 0.04628
H 2.94573 -1.33374 -0.18476
H 2.25668 -0.73328 -1.71773
H 1.25531 0.47531 0.87552
H 0.55324 0.57916 -0.55881
H -2.15114 0.34996 -2.42490
H 0.57155 -2.17318 -0.22747
H -3.19366 0.44107 -1.37142


two.
29
Properties=species:S:1:pos:R:3 method="wB97M-V/def2-TZVPD" homo_energy_ev="-12.504 / -12.504" homo_lumo_gap_ev="8.71 / 8.70" total_charge=+1 multiplicity=1
C -2.52812 -0.85778 -0.14425
C -1.14207 -2.41689 0.93204
C -2.00097 0.36137 -0.01720
C -0.58029 0.44632 0.34747
C -2.94913 1.56447 -0.16137
C -0.04730 1.33471 1.39425
C 0.07416 -0.57225 -1.77856
C 3.52406 0.38859 -0.43525
N -1.86418 -1.98718 -0.03603
N 0.32532 -0.05563 -0.45916
N 2.86878 -0.58929 0.42821
H -3.64123 -0.90384 -0.43053
H -0.46395 -3.18765 0.61332
H -1.15311 -1.86350 1.89066
H -2.35614 2.42541 0.05423
H -3.77227 1.54963 0.47062
H -3.46654 1.73487 -1.06081
H 1.07503 0.98818 1.53771
H -0.64204 1.26018 2.38730
H -0.10991 2.40395 1.18938
H 1.00648 -1.06100 -1.97875
H -0.71997 -1.21295 -1.90147
H -0.00355 0.17523 -2.60018
H 3.40779 1.41588 0.07468
H 4.62237 0.23451 -0.53106
H 3.10518 0.58774 -1.35084
H 1.28555 -0.23642 -0.07011
H 2.97780 -0.38919 1.39670
H 3.16823 -1.53745 0.23900


Going by the energies, two is most stable and the next is 1.715 eV up.


one.
7
Properties=species:S:1:pos:R:3 method="wB97M-V/def2-TZVPD" homo_energy_ev=-9.190 homo_lumo_gap_ev=10.01 total_charge=0 multiplicity=1 smiles=Cl[C@@H]1CS1
C -0.33322 -0.24539 0.70193
C 0.06553 0.05301 -0.70934
S 1.48662 -0.41509 0.24582
Cl -0.18102 1.70198 -1.21926
H -0.53554 0.70448 1.31795
H -0.65476 -1.17604 1.12323
H 0.15237 -0.62295 -1.46033


two.
7
Properties=species:S:1:pos:R:3 method="wB97M-V/def2-TZVPD" homo_energy_ev="-8.258 / -8.257" homo_lumo_gap_ev="6.83 / 6.83" total_charge=0 multiplicity=1
C -0.32484 0.00878 -1.18062
C 0.77402 -0.24387 -0.55737
S 0.25109 0.86772 1.91993
Cl -0.53620 -0.47452 3.06018
H -0.75514 -0.21128 -2.14900
H -1.23301 0.46463 -0.76018
H 1.82409 -0.41147 -0.33294


Going by the energies, one is most stable and the next is 3.157 eV up.